The following is a quantum chemistry calculation of a cluster of 3 separate species, C20H56NO7PSSi4 in total, from OMol25.

Results
Electronic energy   -3274.93889 hartree
Net charge   0

Last column: Löwdin charge in e.
Atoms and positions in Å:
C 6.08 -4.74 -1.35  -0.16
C 4.67 -4.19 -1.10  -0.54
S 3.51 -5.56 -0.86  0.92
C 1.97 -4.66 -0.72  -0.51
O 1.24 -4.62 -1.95  -0.21
P 0.75 -3.30 -2.65  0.38
O 0.05 -3.48 -3.91  -0.21
O -0.07 -2.58 -1.46  -0.28
N -1.46 -2.27 -1.76  0.06
O 2.06 -2.37 -2.71  -0.19
C 2.12 -1.44 -3.82  -0.20
C 3.41 -0.62 -3.77  -0.16
C 4.00 -0.31 -2.40  -0.15
C 3.02 0.18 -1.34  -0.23
O 3.17 -0.60 -0.17  -0.18
C 2.00 -0.62 0.63  -0.12
H 6.10 -5.83 -1.34  0.05
H 6.46 -4.41 -2.32  0.07
H 6.78 -4.40 -0.59  0.07
H 4.31 -3.60 -1.94  0.05
H 4.65 -3.54 -0.22  0.07
H 1.34 -5.19 -0.01  0.09
H 2.16 -3.65 -0.34  0.08
H -1.42 -1.40 -2.29  0.07
H -1.79 -2.02 -0.83  0.07
H 2.07 -2.02 -4.74  0.12
H 1.24 -0.80 -3.79  0.11
H 4.17 -1.13 -4.37  0.11
H 3.19 0.32 -4.29  0.12
H 4.76 0.47 -2.56  0.11
H 4.54 -1.16 -2.00  0.10
H 3.21 1.23 -1.09  0.12
H 1.98 0.12 -1.70  0.11
H 2.23 -1.19 1.53  0.09
H 1.70 0.39 0.93  0.08
H 1.17 -1.10 0.10  0.06
O -1.07 4.61 -2.60  -0.27
Si -1.11 6.25 -2.44  0.34
C 0.54 6.86 -1.82  -0.16
C -2.45 6.74 -1.23  -0.16
C -1.47 6.98 -4.11  -0.16
Si -0.84 3.24 -1.72  0.35
C -0.99 1.77 -2.86  -0.15
C -2.12 3.11 -0.37  -0.15
C 0.87 3.22 -0.97  -0.15
H 0.75 6.52 -0.81  0.03
H 0.56 7.96 -1.82  0.03
H 1.36 6.52 -2.46  0.04
H -3.41 6.32 -1.52  0.04
H -2.55 7.83 -1.20  0.03
H -2.22 6.40 -0.22  0.03
H -2.44 6.65 -4.50  0.03
H -0.70 6.72 -4.84  0.03
H -1.50 8.07 -4.04  0.03
H -1.98 1.71 -3.32  0.04
H -0.82 0.85 -2.29  0.01
H -0.25 1.81 -3.66  0.03
H -2.00 3.90 0.37  0.03
H -2.03 2.15 0.15  0.01
H -3.13 3.17 -0.77  0.04
H 1.00 3.99 -0.21  0.03
H 1.64 3.37 -1.73  0.04
H 1.04 2.25 -0.50  0.01
O -2.20 -1.62 4.76  -0.27
Si -3.53 -2.47 5.24  0.34
C -3.50 -4.18 4.48  -0.16
C -5.08 -1.59 4.71  -0.16
C -3.48 -2.61 7.10  -0.16
Si -1.46 -1.05 3.40  0.35
C 0.08 -0.15 3.91  -0.15
C -2.60 0.12 2.50  -0.15
C -1.03 -2.47 2.27  -0.15
H -3.61 -4.14 3.40  0.03
H -4.31 -4.79 4.88  0.03
H -2.56 -4.70 4.70  0.04
H -5.09 -0.55 5.07  0.04
H -5.96 -2.09 5.12  0.03
H -5.18 -1.57 3.63  0.02
H -3.50 -1.63 7.57  0.03
H -2.58 -3.13 7.44  0.03
H -4.35 -3.17 7.45  0.03
H -0.14 0.69 4.57  0.04
H 0.59 0.24 3.03  0.01
H 0.78 -0.81 4.43  0.04
H -3.48 -0.39 2.11  0.03
H -2.08 0.57 1.65  0.01
H -2.94 0.93 3.15  0.04
H -1.92 -2.97 1.88  0.03
H -0.42 -3.23 2.78  0.04
H -0.45 -2.11 1.41  0.00